Entry from the Open Molecules 2025 dataset: a structure of composition C6H21N5O4Rb (the ωB97M-V functional and the def2-TZVPD basis).

ORCA input file:
```
! wB97M-V def2-TZVPD RIJCOSX def2/J DEFGRID3
* xyz 1 1
Rb -0.5312 -0.6790 0.2451
C -1.6562 -4.3843 -0.1242
O -1.0620 -3.3468 0.0724
N -1.2088 -5.5337 0.1108
N -2.7908 -4.4673 -0.6741
H -1.6935 -6.3278 -0.2823
H -0.3787 -5.6299 0.6780
H -3.1525 -5.3635 -0.9676
H -3.1027 -3.5736 -1.0262
C 1.6445 -2.8172 -2.3341
O 0.9365 -1.9633 -1.8152
N 2.4837 -2.6579 -3.3093
N 1.5918 -4.0570 -1.9015
H 2.4710 -1.7300 -3.7080
H 3.1774 -3.3742 -3.4698
H 0.9484 -4.2753 -1.1542
H 2.2064 -4.7592 -2.2879
C 1.4171 2.1331 1.5893
C 0.0701 2.8445 1.2207
C 0.2496 4.2717 0.7382
O 1.0973 5.0522 1.6098
C 1.0003 6.4345 1.3148
N -0.4331 2.1659 0.0470
H 2.0699 2.6941 2.2581
H 2.0602 2.1111 0.7095
H 1.3247 1.1186 1.9771
H -0.6757 2.7529 2.0104
H -0.7861 4.6085 0.6928
H 0.6702 4.2566 -0.2673
H 1.6661 6.9427 2.0123
H -0.0008 6.8429 1.4525
H 1.3880 6.6926 0.3292
H 0.4238 2.1368 -0.4869
H -1.0309 2.7519 -0.5182
O -3.0751 -0.3194 1.7520
H -3.6623 -0.2896 0.9966
H -3.6564 -0.2618 2.5102
*
```

The orbital gap is 0.3551 Eh. The LUMO energy comes out at -2.475 eV. The calculation puts the total energy at -839.903638 Ha. The HOMO energy comes out at -12.14 eV.

Löwdin atomic charge list, values in e, 5 entries: Rb 1.07; C -0.85; O -0.10; N 0.19; N 0.20

Entry from the Open Molecules 2025 dataset: a cluster of 4 separate species, C6H21NO4 in total (the ωB97M-V functional and the def2-TZVPD basis).

ORCA input file:
```
! wB97M-V def2-TZVPD RIJCOSX def2/J DEFGRID3
* xyz 0 1
C -2.2877 -1.0761 0.0297
N -1.8180 -1.2325 1.4091
C -0.8159 -0.2661 1.8977
C 0.4223 -0.1669 1.0180
C 1.6941 0.0931 1.7934
O 0.6130 -1.4374 0.3682
C -2.4662 0.3156 -0.6042
C -1.6333 0.4731 -1.9098
H -1.6236 -1.6707 -0.6007
H -3.2289 -1.6244 -0.0743
H -2.5756 -1.2353 2.0455
H -1.2800 0.7216 1.9502
H -0.5240 -0.6754 2.8550
H 0.3420 0.5710 0.2243
H 1.5958 0.6956 2.6984
H 2.0372 -0.8812 2.1550
H 2.5086 0.5237 1.2271
H -0.0197 -2.1014 0.6639
H -2.0239 1.0573 0.0674
H -3.5055 0.6051 -0.7383
H -1.4423 -0.5389 -2.2672
H -2.1600 1.0564 -2.6579
H -0.6516 0.8597 -1.6732
H 2.3735 2.1093 -0.5114
H 1.0155 2.4170 -0.3288
O 1.8445 2.6592 0.1076
H 1.1055 -1.1400 -1.2886
H 0.7460 -0.7724 -2.7640
O 1.4508 -0.7653 -2.1167
H 3.0688 0.0928 -1.5531
H 3.7137 0.4811 -0.2759
O 3.5249 0.8525 -1.1465
*
```

The orbital gap is 0.3738 Eh. As for the SMILES: CCCNC[C@@H](C)O.O.O.O. The energy above the lowest of the compared OMol25 structures with the same formula, charge and spin is 1.076 eV. The LUMO energy comes out at 0.680 eV. The calculation puts the total energy at -596.888819 Ha. The HOMO energy comes out at -9.49 eV.

Löwdin atomic charge list, values in e, 5 entries: C -0.23; N -0.07; C -0.16; C -0.38; C -0.04

Entry from the Open Molecules 2025 dataset: a cluster of 6 separate species, C6H21NO5 in total (the ωB97M-V functional and the def2-TZVPD basis).

ORCA input file:
```
! wB97M-V def2-TZVPD RIJCOSX def2/J DEFGRID3
* xyz 0 1
C 0.0623 -1.7802 2.3394
C -1.1551 -1.2653 1.9217
N -1.2884 0.0894 1.8159
C -2.4697 0.7432 1.1979
C -0.8504 2.1811 -2.0368
C -1.0836 1.5858 -0.6526
C -2.3036 1.1361 -0.2977
H 0.8982 -1.2479 2.6876
H 0.3145 -2.7828 2.6892
H -1.9757 -1.8741 1.7545
H -0.5737 0.6929 1.8147
H -3.2402 0.0276 1.5214
H -2.6290 1.7416 1.8146
H 0.1266 2.7055 -2.0033
H -0.5996 1.3247 -2.7633
H -1.7346 2.8159 -2.2925
H -0.1817 1.6338 0.0015
H -3.1643 1.1194 -0.9604
H 2.0718 0.2781 -1.3204
H 2.2504 -0.5490 0.1046
O 2.3264 0.2572 -0.3787
H 2.7893 -2.6588 0.0420
H 2.2868 -2.5936 1.5637
O 2.3211 -2.1748 0.7472
H 1.9552 -0.4390 -3.0293
H 1.0499 0.2785 -3.9499
O 1.8752 0.3047 -3.4732
H 1.9749 1.3237 1.1267
H 2.1927 1.6056 2.5092
O 1.5313 1.2652 1.9857
H -1.5544 -2.2242 -1.8272
H -0.6392 -1.5214 -0.9390
O -0.5832 -1.9992 -1.7130
*
```

The orbital gap is 0.2877 Eh. As for the SMILES: C=CNC/C=C/C.O.O.O.O.O. The energy above the lowest of the compared OMol25 structures with the same formula, charge and spin is 4.948 eV. The LUMO energy comes out at 0.505 eV. The calculation puts the total energy at -672.038438 Ha. The HOMO energy comes out at -7.32 eV.

Löwdin atomic charge list, values in e, 5 entries: C -0.03; C -0.19; N -0.04; C -0.18; C -0.11

Entry from the Open Molecules 2025 dataset: a structure of composition C6H22AgO8 (the ωB97M-V functional and the def2-TZVPD basis).

ORCA input file:
```
! wB97M-V def2-TZVPD RIJCOSX def2/J DEFGRID3
* xyz 1 1
Ag 0.5467 -0.0774 0.3547
O 1.9826 -2.0229 -0.8484
H 1.8196 -1.5211 -1.6361
H 2.4829 -2.8157 -1.1494
O 1.0225 -1.9019 1.8264
H 1.4079 -2.7845 1.9451
H 0.3340 -1.7714 2.5134
C -1.7068 1.6098 1.5946
C -1.0946 2.5020 0.3905
O -0.7040 1.6474 -0.6636
O -0.6091 0.9915 2.1914
H -2.4794 0.9318 1.1992
H -2.2709 2.2493 2.3573
H -0.1868 3.0122 0.5957
H -1.7542 3.2791 -0.0016
H -1.3930 1.6364 -1.3134
H -0.1160 1.6602 2.6135
C 2.8953 1.0946 -1.5012
C 3.0513 1.9408 -0.3264
O 2.6833 1.1713 0.8217
O 1.5981 0.5600 -1.7627
H 3.6196 0.3148 -1.6272
H 3.0478 1.6068 -2.3696
H 2.5241 2.9111 -0.4213
H 4.1614 2.2042 -0.1827
H 3.3706 0.9438 1.3849
H 1.1411 1.3803 -2.0382
C -2.8366 -2.8009 -0.4480
C -2.1002 -1.5100 -0.0700
O -0.8584 -1.4746 -0.7185
O -4.1042 -2.8818 0.1821
H -2.2571 -3.6945 -0.2943
H -2.9592 -2.6682 -1.5064
H -1.9270 -1.6262 1.0239
H -2.6751 -0.6539 -0.3173
H -1.0266 -1.3143 -1.6840
H -4.6299 -2.1282 -0.1140
*
```

The orbital gap is 0.3447 Eh. The energy above the lowest of the compared OMol25 structures with the same formula, charge and spin is 0.000 eV. The LUMO energy comes out at -2.694 eV. The calculation puts the total energy at -990.374247 Ha. The HOMO energy comes out at -12.07 eV.

Löwdin atomic charge list, values in e, 5 entries: Ag 0.79; O -0.08; H 0.00; H 0.08; O -0.09

Entry from the Open Molecules 2025 dataset: a structure of composition C6H22BO3S3Sn (the ωB97M-V functional and the def2-TZVPD basis).

ORCA input file:
```
! wB97M-V def2-TZVPD RIJCOSX def2/J DEFGRID3
* xyz 1 1
Sn 1.0878 -0.8872 -1.5676
B 3.1825 -0.3064 -3.8165
H 2.9417 -1.3880 -3.3492
H 2.7904 0.5349 -3.0406
H 4.3392 -0.1811 -3.9074
H 2.6223 -0.1160 -4.8257
C 0.0758 4.2999 -0.5098
S 0.1701 2.7353 0.4244
O 0.7876 1.7361 -0.5057
C 1.4213 3.3540 1.5739
H 1.0529 4.4787 -0.9544
H -0.1723 5.0759 0.2146
H -0.7153 4.2832 -1.2549
H 0.8927 4.1171 2.1469
H 2.2764 3.8059 1.0758
H 1.6949 2.5258 2.2233
C -2.8174 -3.1660 -0.5651
S -2.9673 -1.3468 -0.6542
O -1.5518 -0.8401 -0.4324
C -3.2468 -1.1669 -2.4278
H -3.6976 -3.6582 -0.9750
H -2.6744 -3.4807 0.4665
H -1.9219 -3.4122 -1.1352
H -2.6624 -1.7579 -3.1338
H -3.0789 -0.1149 -2.6508
H -4.2904 -1.4595 -2.5610
C 0.1796 -2.7205 2.7699
S 0.1617 -1.0388 2.0580
O 1.3947 -0.7997 1.2121
C 0.4994 -0.1560 3.6149
H 0.2180 -3.4086 1.9286
H -0.6839 -2.8728 3.4117
H 1.1087 -2.7479 3.3390
H 0.4098 0.9199 3.4802
H 1.4741 -0.4257 4.0173
H -0.3013 -0.4151 4.3100
*
```

The orbital gap is 0.2732 Eh. The energy above the lowest of the compared OMol25 structures with the same formula, charge and spin is 0.528 eV. The LUMO energy comes out at -4.752 eV. The calculation puts the total energy at -1900.808557 Ha. The HOMO energy comes out at -12.19 eV.

Löwdin atomic charge list, values in e, 5 entries: Sn 1.61; B -0.44; H -0.11; H -0.08; H -0.03

Entry from the Open Molecules 2025 dataset: a structure of composition C6H22InN8O6 (the ωB97M-V functional and the def2-TZVPD basis).

ORCA input file:
```
! wB97M-V def2-TZVPD RIJCOSX def2/J DEFGRID3
* xyz 3 1
In 0.7148 1.1299 0.9139
C -0.5896 -1.9526 6.0273
C 0.8087 -2.6326 5.6683
O 1.1493 -2.7274 4.3082
O -0.8278 -0.6664 5.4217
H -0.6853 -1.8780 7.1106
H -1.3582 -2.5745 5.5686
H 0.8499 -3.6395 6.0836
H 1.6212 -1.9985 6.0232
H 1.8123 -3.4215 4.2946
H -1.7607 -0.4804 5.5508
C 7.7086 -1.0997 1.1677
O 6.5181 -0.8917 1.2718
N 8.4523 -1.8346 0.3594
N 8.4838 -0.6478 2.0554
H 8.0205 -2.4084 -0.3508
H 9.4602 -1.8970 0.3811
H 8.1472 -0.1340 2.8571
H 9.4771 -0.8005 1.9545
C -0.5746 7.2489 -2.7248
O -0.5218 6.1859 -2.1210
N -0.6752 8.3799 -2.1778
N -0.2419 7.3110 -3.9512
H -0.5128 9.1992 -2.7456
H -0.7309 8.4021 -1.1695
H -0.2228 6.4549 -4.4866
H -0.3655 8.2458 -4.3131
C -2.6106 -0.1995 -5.4019
O -2.1715 0.0300 -4.3204
N -3.6358 0.4748 -5.8614
N -2.0648 -1.0150 -6.2321
H -4.0874 0.2497 -6.7364
H -4.1770 1.0642 -5.2451
H -1.0681 -1.1781 -6.2268
H -2.4705 -1.0966 -7.1534
C -4.7921 -3.3509 0.5021
O -3.7101 -2.8385 0.8638
N -5.9531 -2.9366 1.0392
N -4.9241 -4.4388 -0.2041
H -6.8713 -3.3546 0.9921
H -5.7482 -2.4133 1.8784
H -4.1154 -4.8599 -0.6385
H -5.7569 -5.0094 -0.2330
*
```

The orbital gap is 0.0460 Eh. The energy above the lowest of the compared OMol25 structures with the same formula, charge and spin is 6.352 eV. The LUMO energy comes out at -14.527 eV. The calculation puts the total energy at -1320.253091 Ha. The HOMO energy comes out at -15.78 eV.

Löwdin atomic charge list, values in e, 5 entries: In 0.99; C -0.16; C -0.18; O -0.01; O -0.05

Q: What is the formula in the third record?
A: C6H21NO5